Record 1
DFT (ωB97M-V/def2-TZVPD) results for an isolated molecule of C5H9NO in a non-equilibrium geometry.

Properties
* electronic energy: -8862.3384 eV
* energy above the lowest of the compared OMol25 structures with the same formula, charge and spin: 663.26 kJ/mol

Structure (ORCA input):
```
! RIJCOSX wB97M-V def2-TZVPD def2/J DEFGRID3
* xyz 0 1
C -1.285 -0.754 0.260
C -0.912 0.687 0.975
C 0.461 0.506 0.589
N 1.696 1.091 0.332
C 0.815 0.546 -0.772
C 0.555 -0.664 -1.425
O -0.794 -0.934 -1.027
H -2.506 -0.828 0.143
H -0.941 -1.591 1.004
H -1.376 1.699 0.743
H -1.235 0.538 2.047
H 0.637 -0.333 1.117
H 2.311 0.353 0.684
H 0.527 1.580 -1.383
H 1.573 -1.273 -0.815
H 0.472 -0.622 -2.473
*
```

---

Record 2
DFT (ωB97M-V/def2-TZVPD) results for a cluster of 8 separate species, H16O8 in total in a non-equilibrium geometry.

Properties
* electronic energy: -16637.9050 eV
* energy above the lowest of the compared OMol25 structures with the same formula, charge and spin: 396.12 kJ/mol

Structure (ORCA input):
```
! RIJCOSX wB97M-V def2-TZVPD def2/J DEFGRID3
* xyz 0 1
O -0.763 -0.724 -2.149
H 0.016 -0.794 -1.553
H -0.432 -1.024 -2.960
O -1.136 2.564 -2.468
H -1.747 2.452 -3.219
H -0.789 1.627 -2.430
O 2.311 -0.696 2.288
H 3.120 -1.012 2.699
H 2.600 -0.186 1.508
O 1.076 2.906 0.880
H 1.429 2.060 0.473
H 0.673 2.644 1.715
O 0.290 0.542 1.783
H -0.655 0.469 2.044
H 0.227 0.467 0.743
O -3.233 3.199 0.112
H -2.852 2.381 -0.050
H -3.903 3.378 -0.558
O 0.518 -4.267 2.391
H 1.209 -3.841 2.838
H -0.021 -3.555 1.956
O 0.858 -3.234 -2.025
H 0.809 -2.519 -2.689
H 0.395 -2.835 -1.330
*
```

---

Record 3
DFT (ωB97M-V/def2-TZVPD) results for an isolated molecule of CH3IOS2 in a non-equilibrium geometry.

Properties
* electronic energy: -32903.1017 eV
* energy above the lowest of the compared OMol25 structures with the same formula, charge and spin: 69.25 kJ/mol

Structure (ORCA input):
```
! RIJCOSX wB97M-V def2-TZVPD def2/J DEFGRID3
* xyz 0 1
C -1.369 -0.172 0.300
O 0.998 -0.144 -1.666
S 0.192 0.052 1.197
S 1.486 -0.409 -0.347
I 3.438 1.340 0.086
H -1.805 0.750 0.060
H -2.049 -0.784 0.906
H -0.892 -0.632 -0.535
*
```

---

Record 4
DFT (ωB97M-V/def2-TZVPD) results for the ion C4H11N2 with charge +1 in a non-equilibrium geometry.

Properties
* electronic energy: -7298.3115 eV
* energy above the lowest of the compared OMol25 structures with the same formula, charge and spin: 254.39 kJ/mol

Structure (ORCA input):
```
! RIJCOSX wB97M-V def2-TZVPD def2/J DEFGRID3
* xyz 1 1
C -0.336 1.520 1.510
C -0.324 -0.139 0.775
N -1.561 -0.517 0.161
C -0.920 -0.566 -1.142
N 0.334 0.008 -0.564
C 1.616 -0.647 -0.806
H -0.727 2.193 0.762
H 0.681 1.730 1.809
H -0.998 1.460 2.364
H 0.173 -0.815 1.467
H -2.054 -1.330 0.503
H -0.753 -1.558 -1.576
H -1.397 0.084 -1.882
H 0.428 1.002 -0.790
H 2.380 -0.181 -0.182
H 1.554 -1.705 -0.561
H 1.903 -0.538 -1.849
*
```

---

Record 5
DFT (ωB97M-V/def2-TZVPD) results for an isolated molecule of C3H3NO2 in a non-equilibrium geometry.

Properties
* electronic energy: -8741.8507 eV
* energy above the lowest of the compared OMol25 structures with the same formula, charge and spin: 316.51 kJ/mol

Structure (ORCA input):
```
! RIJCOSX wB97M-V def2-TZVPD def2/J DEFGRID3
* xyz 0 1
O 2.091 0.113 -0.209
C 0.774 -0.071 -0.043
C -0.275 0.910 -0.155
C -1.370 0.116 -0.105
O -1.082 -1.153 0.125
N 0.305 -1.275 0.147
H 2.519 -0.754 -0.099
H -0.559 1.689 0.536
H -2.402 0.424 -0.198
*
```

---

Record 6
DFT (ωB97M-V/def2-TZVPD) results for a structure of composition C5H6KLiO4 in a non-equilibrium geometry.

Properties
* electronic energy: -29996.6407 eV
* energy above the lowest of the compared OMol25 structures with the same formula, charge and spin: 0.00 kJ/mol

Structure (ORCA input):
```
! RIJCOSX wB97M-V def2-TZVPD def2/J DEFGRID3
* xyz 1 2
O -1.978 0.669 1.613
C -0.893 0.028 1.436
O -0.816 -1.191 1.269
O 0.180 0.842 1.442
C 1.492 0.285 1.238
C 2.503 1.344 1.431
K -3.872 -1.642 1.526
H 1.539 -0.151 0.230
H 1.620 -0.540 1.961
H 2.382 2.070 2.236
H 3.344 1.413 0.741
Li -1.148 2.406 1.771
C 5.131 -2.071 1.619
C 6.097 -1.369 1.057
O 6.821 -0.605 0.561
H 4.509 -2.703 0.985
H 5.066 -2.096 2.706
*
```

---

Record 7
DFT (ωB97M-V/def2-TZVPD) results for a structure of composition C13H9BrCl4N5O4V.

Properties
* electronic energy: -175084.6484 eV
* energy above the lowest of the compared OMol25 structures with the same formula, charge and spin: 0.00 kJ/mol

Structure (ORCA input):
```
! RIJCOSX wB97M-V def2-TZVPD def2/J DEFGRID3
* xyz 0 3
V 0.653 -1.136 -0.476
Cl -3.918 2.336 2.956
C -3.124 1.128 2.018
C -3.783 -0.049 1.679
Cl -5.410 -0.306 2.186
C -3.122 -1.034 0.936
Cl -3.887 -2.521 0.536
C -1.814 -0.829 0.521
O -1.099 -1.744 -0.146
C -1.154 0.373 0.830
O 0.104 0.491 0.419
C -1.807 1.330 1.600
Cl -0.930 2.762 2.038
N 0.151 -0.932 3.431
N 0.986 0.184 3.380
C 1.952 0.277 2.455
N 2.520 1.469 2.281
N 2.237 -0.852 1.779
N 3.021 -0.733 0.722
O 2.690 -1.538 -0.224
O 3.951 0.029 0.610
H -0.774 -0.690 3.086
H 0.100 -1.274 4.380
H 0.673 1.052 3.795
H 1.976 2.292 2.490
H 3.283 1.544 1.629
Br 0.659 0.600 -6.956
C 0.621 0.118 -5.123
C -0.093 -1.000 -4.729
C -0.115 -1.343 -3.382
C 0.570 -0.589 -2.429
C 1.266 0.540 -2.863
C 1.303 0.899 -4.203
H -0.630 -1.589 -5.459
H -0.696 -2.209 -3.081
H 1.793 1.171 -2.152
H 1.847 1.775 -4.530
*
```

---

Record 8
DFT (ωB97M-V/def2-TZVPD) results for an isolated molecule of C17H24N6O3 in a non-equilibrium geometry.

Properties
* electronic energy: -33095.5394 eV
* energy above the lowest of the compared OMol25 structures with the same formula, charge and spin: 777.21 kJ/mol

Structure (ORCA input):
```
! RIJCOSX wB97M-V def2-TZVPD def2/J DEFGRID3
* xyz 0 1
H -4.056 -2.932 -3.381
N -3.177 -3.442 -3.227
C -2.594 -2.819 -2.213
N -3.197 -2.056 -1.278
N -1.147 -3.038 -2.064
C -1.013 -3.960 -0.956
C -0.868 -3.242 0.412
C -0.116 -1.906 0.304
C 1.405 -2.018 -0.222
N 2.455 -1.930 0.510
C 3.275 -0.741 0.547
O 4.626 -1.084 0.251
C 2.805 0.681 0.779
N 3.857 1.511 -0.076
C 1.284 1.055 0.332
C 0.825 2.510 0.802
C 1.530 3.704 0.614
N 0.638 4.793 0.877
C -0.475 4.355 1.567
C -1.615 5.075 1.671
C -2.819 4.417 2.008
C -2.812 3.000 2.023
C -1.640 2.215 1.721
C -0.397 2.930 1.474
C 1.711 -1.197 -1.554
O 2.758 -0.648 -1.702
O 0.700 -1.249 -2.534
H -2.662 -1.452 -0.673
H -4.104 -1.756 -1.305
H -0.662 -3.576 -2.874
H -1.969 -4.612 -0.960
H -0.157 -4.702 -1.219
H -1.869 -2.938 0.669
H -0.251 -3.842 1.004
H -0.060 -1.408 1.328
H -0.584 -0.995 -0.061
H 1.325 -3.037 -0.644
H 3.124 -2.688 0.308
H 2.658 1.103 1.838
H 4.743 0.954 0.166
H 3.732 1.145 -0.982
H 0.451 0.320 0.615
H 1.309 1.058 -0.943
H 2.535 3.615 0.293
H 0.994 5.797 0.856
H -1.463 6.166 1.774
H -3.850 4.927 2.162
H -3.638 2.421 2.394
H -1.498 1.216 1.669
H -0.045 -1.701 -2.100
*
```